C41H89N2O | the ωB97M-V functional and the def2-TZVPD basis

```
133
Properties=species:S:1:pos:R:3:forces:R:3
C -1.640541 9.092341 4.523696 -1.0 -0.8 0.5
C -2.097504 9.753515 3.616012 -0.2 0.3 -1.6
C -2.742938 10.410478 2.336945 0.5 -1.5 1.9
C -4.253665 9.845484 2.273649 0.4 1.0 -0.4
C -4.509389 8.877777 1.044012 0.7 0.7 0.3
C -3.962676 7.414976 1.222692 -0.8 0.0 -0.5
O -2.604921 7.399671 1.700405 -1.0 -1.4 -1.0
C -2.075449 6.111029 1.367078 1.9 -1.0 1.0
C -0.623192 6.047792 2.051590 -0.8 1.3 -0.4
C 0.199254 7.286333 1.493229 0.8 -0.9 0.6
C 1.680040 7.182419 2.098847 -0.7 -0.2 -0.3
C -2.891605 4.887389 1.954694 0.9 -0.4 1.3
N -2.573418 3.599860 1.323173 0.2 1.3 0.0
N -4.411002 5.073937 1.887694 0.7 0.2 -1.1
C -4.810527 6.482405 2.190654 -0.4 1.9 1.4
C -6.368682 6.742926 2.197229 -1.6 -0.7 -0.4
C -6.814881 7.918291 3.209435 0.6 0.0 -1.7
C -7.235425 5.467081 2.607062 0.5 0.3 1.3
C -6.877244 5.094223 4.132251 -0.3 -1.2 0.1
C -6.541907 3.533884 4.326621 1.0 0.8 -0.1
H -1.587753 8.343259 5.349678 0.4 1.4 -1.1
H -2.702149 11.521744 2.483596 -0.1 -1.1 -0.4
H -2.156841 10.060692 1.431621 -0.6 0.7 1.1
H -4.902095 10.759278 2.112924 0.5 -1.1 0.3
H -4.499340 9.402020 3.276396 0.1 0.4 -1.2
H -3.962031 9.337003 0.159316 -0.6 -0.7 1.0
H -5.606149 8.932843 0.784625 1.2 -0.5 0.2
H -3.934518 6.950856 0.178748 -0.4 0.4 1.1
H -1.911036 5.962657 0.248583 -0.6 0.3 1.1
H -0.115271 5.057518 1.828231 -0.5 1.2 0.2
H -0.719752 6.197929 3.173678 -0.1 -0.4 -1.3
H -0.230800 8.266694 1.854561 0.1 -1.3 -0.7
H 0.188591 7.199154 0.364396 0.1 0.4 1.2
H 1.791732 7.952076 2.917924 0.1 -0.9 -1.0
H 1.801092 6.145807 2.542653 0.2 1.3 -0.5
H 2.432319 7.320210 1.277228 -0.5 0.0 1.0
H -2.667103 4.787305 3.066404 -0.4 0.7 -1.2
H -1.626875 3.672072 0.923670 -0.6 -0.4 0.2
H -2.597377 2.843662 2.010834 0.2 0.3 -0.4
H -4.803212 4.364329 2.521584 -0.4 0.3 -0.4
H -4.649972 4.894089 0.893381 -0.2 -0.4 0.7
H -4.434598 6.700531 3.242617 -0.3 -0.3 -1.3
H -6.697220 7.005400 1.138851 0.5 -0.2 1.2
H -6.908343 8.844301 2.561120 0.3 -0.8 1.2
H -7.840433 7.738312 3.631383 1.2 -0.1 -0.2
H -6.009012 8.016687 3.985051 -1.2 0.2 -0.5
H -7.080163 4.578736 1.924232 -0.2 0.9 0.7
H -8.339396 5.719807 2.613941 1.4 -0.2 -0.5
H -7.738678 5.307648 4.834948 0.9 0.0 -1.0
H -6.001593 5.678344 4.533293 -0.9 -0.4 -0.5
H -5.415287 3.428060 4.475941 -1.3 0.0 0.0
H -6.779602 2.920411 3.410614 -0.2 0.5 1.1
H -7.034075 3.165987 5.264141 0.5 0.0 -1.1
C 0.325529 -1.000035 -0.940131 0.1 0.0 -0.1
C 1.443092 -0.842808 0.084293 -0.1 -0.1 0.0
C 0.954455 -0.322336 1.435898 0.1 0.0 0.1
C 0.331895 1.075629 1.409942 -0.1 0.0 -0.1
C 1.233740 2.182154 0.859001 0.0 -0.1 0.1
C 2.493806 2.400772 1.686315 0.1 0.1 -0.1
H -0.149951 -0.043494 -1.170043 0.0 0.0 0.0
H 0.722915 -1.403476 -1.873983 -0.1 0.0 0.0
H -0.442142 -1.687789 -0.574943 0.0 0.0 0.0
H 2.222162 -0.189237 -0.319878 0.0 0.0 0.0
H 1.912926 -1.819132 0.238150 0.0 0.1 0.0
H 1.792512 -0.334035 2.141033 -0.1 0.0 0.0
H 0.214923 -1.021563 1.841615 0.0 0.0 0.0
H 0.030641 1.339140 2.431453 0.0 0.0 0.0
H -0.593092 1.051232 0.821860 0.0 -0.1 0.0
H 0.662655 3.118825 0.840640 0.0 0.0 -0.1
H 1.507270 1.970974 -0.178601 -0.1 0.0 0.0
H 2.242315 2.657854 2.718880 0.0 -0.1 0.0
H 3.082188 3.221109 1.268876 0.0 0.0 0.1
H 3.128506 1.512764 1.697387 0.0 0.0 0.0
C -1.837189 -7.666634 1.391142 0.0 -0.1 0.1
C -1.753176 -6.310730 2.081799 -0.1 0.0 -0.1
C -1.275197 -5.191201 1.157896 0.0 0.2 0.1
C 0.139745 -5.365625 0.599519 0.0 -0.1 -0.1
C 1.241690 -5.513634 1.648997 0.0 0.1 -0.1
C 1.388805 -4.288222 2.540920 0.1 -0.1 0.1
H -0.859653 -8.001180 1.037501 -0.1 0.0 0.0
H -2.212959 -8.421555 2.085221 0.0 0.0 -0.1
H -2.517311 -7.625679 0.536558 0.1 0.0 0.0
H -1.105393 -6.386047 2.960424 0.0 0.0 0.0
H -2.747961 -6.049611 2.457001 0.1 0.0 0.0
H -1.339023 -4.238854 1.697055 0.0 0.0 0.0
H -1.969984 -5.102895 0.315055 0.0 0.0 0.0
H 0.369585 -4.502333 -0.036622 0.0 0.0 0.0
H 0.165085 -6.238258 -0.060985 0.0 0.0 0.0
H 2.191446 -5.684459 1.132208 -0.1 0.0 0.0
H 1.066535 -6.399481 2.266492 0.0 0.0 0.0
H 1.608964 -3.398582 1.944444 0.0 0.0 0.0
H 2.209120 -4.431907 3.247937 0.0 0.1 0.0
H 0.482581 -4.099021 3.121230 0.0 0.0 0.0
C 4.723205 -2.871794 -5.244492 0.1 -0.1 0.1
C 3.923460 -4.133410 -5.546670 0.0 0.1 -0.1
C 2.432536 -3.869996 -5.749607 -0.1 -0.1 0.0
C 1.701636 -3.299634 -4.531679 0.1 0.1 0.1
C 1.791481 -4.150031 -3.263653 -0.1 0.0 -0.1
C 1.156443 -5.526612 -3.414026 0.1 -0.1 0.1
H 4.398743 -2.400826 -4.313750 0.0 0.0 0.0
H 5.783575 -3.112544 -5.140210 0.0 0.1 0.0
H 4.620483 -2.143812 -6.053317 0.0 0.0 0.1
H 4.078142 -4.866103 -4.748306 0.0 0.0 0.0
H 4.322717 -4.587040 -6.459297 0.0 0.0 0.1
H 1.949494 -4.802865 -6.060212 0.0 0.1 0.0
H 2.302985 -3.175376 -6.586942 0.0 0.0 0.0
H 0.646296 -3.162784 -4.793700 0.0 0.0 0.0
H 2.086709 -2.298103 -4.311413 0.0 0.0 0.0
H 1.281384 -3.618270 -2.453409 0.1 0.0 0.0
H 2.834100 -4.258907 -2.949126 0.0 0.0 0.0
H 0.100661 -5.440724 -3.684294 0.0 0.0 0.0
H 1.220160 -6.074902 -2.470965 0.0 0.0 -0.1
H 1.660397 -6.123692 -4.177492 0.0 0.0 0.0
C 4.540568 -8.291969 -2.435181 0.1 0.0 0.1
C 5.642516 -7.575163 -3.206521 -0.1 0.0 0.0
C 5.619264 -7.868893 -4.706094 0.1 0.1 -0.1
C 5.849133 -9.333364 -5.089237 -0.1 -0.1 0.1
C 7.158746 -9.940740 -4.584786 0.0 0.0 -0.1
C 8.397217 -9.255261 -5.148234 0.1 0.0 0.1
H 4.639832 -9.377288 -2.503700 0.0 0.0 0.0
H 4.583221 -8.022827 -1.377068 -0.1 0.0 0.0
H 3.554568 -8.011214 -2.815448 0.0 -0.1 0.0
H 6.616462 -7.833233 -2.779989 0.0 0.0 -0.1
H 5.521816 -6.496050 -3.062580 0.1 0.0 0.0
H 6.371031 -7.241954 -5.198339 0.0 0.0 0.0
H 4.653244 -7.552641 -5.116247 0.0 0.0 0.0
H 5.818304 -9.413967 -6.181449 0.0 0.0 0.0
H 5.015779 -9.940886 -4.721531 0.0 0.0 0.0
H 7.183853 -10.996387 -4.872646 0.0 0.0 0.1
H 7.193414 -9.921278 -3.491293 0.0 0.0 0.0
H 8.405396 -9.302628 -6.240204 0.0 0.0 0.0
H 9.300896 -9.748561 -4.783079 0.0 0.1 -0.1
H 8.450647 -8.206150 -4.848441 0.0 0.0 0.0
```
Forces are in eV/Å.

* total energy: -48979.4988 eV
* lowest unoccupied orbital energy: -2.455 eV
* net charge: +1
* HOMO energy: -11.8 eV